# 1
88
Properties=species:S:1:pos:R:3:forces:R:3:lowdin_charge:R:1 method="wB97M-V/def2-TZVPD" lumo_energy_ev=2.35 multiplicity=1 orbital_gap_ev=7.32 total_charge=-1
C -2.002217 -0.011565 -0.285559 -0.04 -0.68 -0.82 -0.258
H -8.238497 -1.088966 -6.403011 0.00 0.00 0.00 0.093
H 6.489454 4.380952 1.327150 -0.01 -0.01 0.00 0.098
H -3.817915 -2.833171 0.592376 0.02 0.05 -0.01 0.107
H 1.100704 -1.539046 3.700533 0.22 -0.01 -0.03 0.047
C -4.851601 -1.417212 1.822843 0.01 0.08 0.07 -0.087
H 6.206125 0.771711 -1.647648 0.09 -0.09 0.11 0.099
H 0.716918 0.139410 4.152486 0.20 0.15 -0.09 0.059
N 3.006145 3.420358 0.310017 -0.12 0.31 -0.60 0.078
H 8.339244 4.838617 2.903490 0.00 0.00 0.00 0.095
C 1.884148 -3.626362 -0.082978 0.09 -0.37 0.58 -0.303
Al 0.428138 -1.100213 0.857219 -0.37 -0.02 -0.24 0.368
C 4.763478 1.490525 -3.055197 -0.43 0.36 0.59 -0.104
H 2.787300 4.383160 0.069864 -0.16 -0.06 -0.12 0.131
C 0.301429 -0.812975 3.834646 -0.60 -0.42 0.36 -0.120
C 6.312421 4.346538 2.395487 0.02 0.00 0.00 -0.095
C -7.058201 -2.488139 -3.554467 0.00 0.04 -0.02 -0.097
H 2.119270 3.477692 -2.265463 -0.11 0.03 0.09 0.116
H -4.836208 0.010982 -4.042707 0.04 -0.03 0.02 0.095
H 2.885047 1.442325 1.894039 0.02 -0.16 0.18 0.105
Br 2.652422 -1.777312 -2.166879 -0.03 0.19 0.07 0.864
H 2.215546 -4.623259 0.224182 0.11 -0.16 -0.05 0.092
C -7.131384 -2.146840 0.410671 -0.01 -0.01 0.01 -0.106
C -5.910487 -2.739504 0.116164 -0.01 0.00 0.04 -0.109
C 4.109138 -4.034460 -1.287120 0.09 0.70 0.17 -0.967
C 5.312063 1.360386 -1.780918 -0.30 0.26 -0.16 -0.083
H 5.223810 1.010252 -3.902386 0.03 -0.10 -0.13 0.095
C 3.109588 -2.974068 -0.707229 -0.25 -0.94 -0.24 -0.822
F -1.654723 -1.594820 2.687362 -0.46 -0.06 0.24 -0.129
H 3.832201 3.765439 4.621493 0.00 -0.01 0.00 0.101
H -6.134749 -0.078203 2.899903 0.00 0.01 0.00 0.097
H -6.285991 0.376684 -6.016908 0.00 0.01 0.00 0.096
H 0.506015 -3.567991 1.504675 -0.16 -0.03 0.09 0.062
C 3.570560 2.769870 -0.847594 0.84 -0.44 0.03 -0.261
H -7.272861 -3.295628 -2.865113 -0.01 0.00 0.01 0.091
H 1.139647 1.488364 2.214520 -0.15 -0.04 0.11 0.085
H -8.733299 -2.925138 -4.824270 0.00 -0.01 0.00 0.094
C -6.505191 -0.425975 -5.323701 -0.01 -0.01 0.02 -0.100
F 5.076218 -3.444031 -2.007203 0.08 0.05 -0.16 0.002
F 3.828358 -2.336125 0.246016 0.29 0.52 -0.04 0.022
H 4.239302 3.836364 2.175120 0.16 0.01 0.12 0.070
H 5.169535 1.897700 0.288071 -0.06 0.04 0.14 0.109
H -1.518102 -2.126321 -0.534653 -0.20 -0.10 -0.42 0.042
C 4.819538 4.001882 4.245086 0.03 0.01 0.00 -0.089
C 1.302658 -2.912515 1.145915 -0.04 0.38 -0.48 -0.200
H -1.433516 0.882927 -0.030258 -0.16 0.26 0.25 0.096
C -2.897391 0.347024 -1.478824 -0.06 -0.25 0.67 -0.198
C 5.856530 4.261367 5.131199 -0.01 -0.01 0.00 -0.105
H 1.371564 0.853777 -0.575504 -0.19 0.01 -0.12 0.049
H -8.018319 -2.427467 -0.144199 0.00 0.01 -0.01 0.094
H -3.869078 0.678592 -1.112929 -0.07 0.40 -0.13 0.106
H -0.565145 -0.967035 -1.545945 0.02 -0.40 -0.22 0.040
H 1.127566 -3.797060 -0.840499 -0.08 0.14 -0.21 0.091
Br 3.263198 -5.372694 -2.378707 -0.07 -0.15 -0.17 0.822
C -1.020975 -1.159672 -0.572600 0.61 0.57 0.70 -0.217
C 1.898362 1.508588 1.439364 0.21 0.01 -0.59 -0.165
H -2.436712 1.084215 -2.130673 0.04 0.10 -0.14 0.107
H 2.053182 -2.904379 1.936149 0.12 0.03 0.09 0.048
C 3.013950 2.889365 -2.116923 0.17 -0.09 -0.19 -0.025
C 7.351375 4.603946 3.280323 0.00 0.00 -0.01 -0.106
C -5.689367 -0.629657 -4.218517 -0.02 0.04 -0.06 -0.082
H -2.650353 -0.309451 0.531823 0.05 0.21 0.34 0.067
H -0.965946 0.348800 2.557004 -0.61 -0.04 0.24 0.080
H -5.845399 -3.484807 -0.667197 0.01 -0.01 0.00 0.095
C -6.072589 -0.826309 2.119519 -0.02 -0.04 -0.05 -0.094
C -4.772021 -2.375577 0.821954 0.02 -0.05 -0.04 -0.077
H -5.324808 -1.818750 -2.475569 0.03 0.05 -0.02 0.079
H 5.677648 4.230077 6.198794 0.00 -0.01 0.00 0.096
C 5.045143 4.042375 2.874814 -0.10 0.00 -0.01 -0.087
F 4.741770 -4.627504 -0.264873 -0.13 -0.35 0.21 0.053
C -0.576925 -0.669740 2.603559 1.56 0.26 -0.80 -0.376
O 0.738601 3.384745 0.576826 -0.62 0.70 0.00 0.088
H -3.956666 -1.131748 2.361480 0.01 -0.05 0.00 0.089
C 3.604232 2.253786 -3.208820 0.33 -0.08 0.24 -0.084
F -3.186231 -0.775904 -2.263774 0.03 -0.15 -0.16 -0.094
C -7.601134 -1.250388 -5.542273 0.00 0.01 -0.02 -0.113
H -8.164963 -0.730767 1.647161 0.00 0.01 -0.01 0.093
H -0.295594 -1.188204 4.673738 -0.08 0.10 0.10 0.067
C -5.964363 -1.661764 -3.332921 -0.05 -0.08 0.03 -0.081
C 1.787792 2.825643 0.753560 0.18 -0.32 0.47 -0.494
C -7.878273 -2.281785 -4.656138 -0.01 -0.02 0.01 -0.109
H 7.934262 4.756302 5.339698 0.00 0.01 0.00 0.094
H 3.166592 2.358868 -4.189713 -0.11 0.04 -0.09 0.096
C -7.212810 -1.192125 1.415056 0.00 0.01 0.00 -0.107
H 2.711298 0.026731 0.134684 0.06 -0.16 -0.13 0.010
C 1.712551 0.396764 0.353849 0.14 -0.07 0.69 -0.195
C 4.724162 1.999981 -0.690935 0.00 -0.07 -0.31 -0.026
C 7.123800 4.559540 4.648909 0.00 0.01 0.00 -0.110

---

# 2
98
Properties=species:S:1:pos:R:3:forces:R:3:lowdin_charge:R:1 method="wB97M-V/def2-TZVPD" lumo_energy_ev=3.47 multiplicity=1 orbital_gap_ev=5.08 de_lowest_kj_mol=0.0 total_charge=-2
H -5.178727 0.347675 2.292733 0.01 -0.07 -0.03 0.018
C -0.546954 2.861264 -0.503113 -0.08 0.13 0.07 -0.175
C 1.542356 0.539830 -2.975903 -0.03 -0.31 0.13 -0.666
H -3.176213 1.001759 -1.432006 -0.01 0.02 0.01 0.062
O 0.782740 0.466936 0.994450 -0.21 -0.03 -0.16 -0.544
N 4.428665 1.088262 -5.451147 0.05 -0.05 0.04 -0.133
H 2.421369 -0.086409 5.678599 0.00 0.00 -0.01 0.101
C 2.816056 -2.392844 -1.379919 -0.04 0.06 -0.05 -0.091
H 4.474437 0.925201 -6.448904 -0.05 0.02 0.01 0.103
H -3.657196 4.371375 -2.699983 0.00 0.00 0.00 0.116
O 1.341441 0.173449 -1.785353 0.12 0.30 -0.21 -0.092
C 1.911954 -2.277278 -0.330338 -0.18 0.01 0.02 -0.280
H 6.195117 -1.481787 -6.360779 0.00 0.00 0.01 0.114
H -1.393450 4.203480 -3.424174 0.00 -0.01 0.00 0.119
C 1.100995 -4.492465 -0.778399 0.00 -0.01 0.00 -0.062
Te -1.754243 -4.575607 2.591511 0.10 -0.04 -0.11 -0.104
C -1.227970 3.387583 -2.714355 -0.03 -0.06 0.01 -0.158
H 3.151055 1.944771 -3.292537 -0.01 0.02 0.00 0.124
O 6.057591 1.720267 -3.652952 0.05 0.07 -0.01 -0.289
C -3.483979 3.559651 -1.987456 0.01 0.02 -0.02 -0.182
H -3.762844 2.492822 0.377286 0.03 -0.02 0.00 0.130
C 2.502068 -0.810680 4.877515 0.01 0.00 0.03 -0.079
As 1.957463 -0.686132 0.763167 0.25 -0.11 0.09 1.247
H 6.750718 -5.018536 -2.252374 -0.01 0.00 0.00 0.081
C 3.281519 0.422037 -4.794758 -0.11 0.02 -0.05 -0.212
H 6.937107 0.082096 0.672299 -0.01 0.00 -0.01 0.098
C 4.608231 2.340160 -0.307096 -0.05 -0.01 0.01 -0.070
H -4.999547 0.737930 4.040300 -0.02 -0.01 0.00 0.078
C 2.278861 -0.414834 3.569391 -0.06 -0.02 0.02 -0.089
C 6.157923 -1.750493 -5.312201 0.03 0.00 -0.02 -0.057
N -0.750594 3.958889 -1.447515 0.02 -0.03 0.02 -0.082
H 5.968174 -0.289142 -2.263557 0.02 -0.01 0.01 0.097
C 2.792732 -2.139437 5.162372 -0.01 0.01 0.00 -0.093
Se -1.240008 -2.145580 2.187481 -0.35 -0.01 0.55 -0.286
N -3.065433 4.141719 -0.706806 0.05 -0.01 0.00 -0.085
C 6.197546 -3.078166 -4.919803 -0.02 0.01 0.00 -0.038
S -3.362917 3.027052 4.677429 0.05 -0.03 0.16 0.546
H 2.670666 -3.415635 2.034703 0.00 0.01 -0.01 0.099
C 6.088567 -2.410403 -2.623218 0.01 0.00 -0.01 -0.039
O -3.432624 1.209953 2.770042 0.09 -0.08 0.12 -0.315
C 1.063328 -3.330051 -0.015881 0.14 -0.13 -0.06 -0.153
H -0.471163 2.708872 -3.109526 -0.03 -0.06 -0.04 0.110
S 5.937002 0.937734 -4.845758 0.00 -0.08 -0.01 0.614
C -2.831712 3.044011 0.229979 -0.12 -0.02 -0.01 -0.176
H 6.749628 2.386353 -0.204619 0.00 0.00 -0.02 0.101
H -5.331515 2.041109 2.881160 0.00 0.02 0.01 0.070
C -2.695972 2.031690 3.534288 -0.15 0.23 -0.33 -1.348
H 6.513378 -5.519470 -3.932753 0.00 0.00 0.00 0.074
C 5.962757 0.501821 0.450947 0.04 -0.02 -0.04 -0.104
H 4.526228 3.347089 -0.695656 0.01 0.00 0.00 0.108
H 6.252596 -3.858279 -5.670390 0.01 0.00 0.00 0.109
N -2.485782 2.651787 -2.539093 0.08 0.03 0.02 -0.075
H 2.002603 0.609411 3.348329 0.00 0.00 -0.01 0.097
C 4.818305 -0.258481 0.652211 -0.02 -0.02 -0.03 -0.101
H 6.044517 -2.664433 -1.572690 -0.01 -0.02 0.09 0.118
C 2.646598 -2.674692 2.823147 0.02 -0.03 -0.01 -0.092
H -1.458134 5.250230 0.038545 0.00 -0.01 0.00 0.124
H 3.410986 -0.667065 -4.833960 -0.04 0.01 0.01 0.118
H 3.688797 0.398967 -2.657899 0.07 0.03 0.03 0.074
C 3.571961 0.283473 0.365466 -0.05 0.04 0.02 -0.285
S -1.035599 2.004271 3.081744 -0.10 -0.33 0.06 0.618
H 3.048596 -4.112435 4.357433 0.02 0.00 0.00 0.100
C 2.853669 -3.555494 -2.130938 -0.02 -0.03 -0.04 -0.082
Te -4.544709 -1.600110 -0.145244 -0.03 0.16 0.08 -0.007
C -1.791131 4.836914 -0.916840 -0.04 0.00 0.00 -0.184
H 0.205553 2.164464 -0.877425 -0.07 -0.02 -0.05 0.099
C 2.349936 -1.349010 2.539059 -0.10 0.02 -0.02 -0.301
C 6.155830 -3.426221 -3.570979 0.04 -0.01 -0.03 -0.282
Se -2.030017 -1.432649 0.033250 0.03 -0.37 0.08 -0.173
H 0.383308 -3.266866 0.824902 0.06 -0.05 -0.13 -0.062
H -0.220684 3.267919 0.457795 0.02 -0.02 -0.01 0.109
C -4.838523 1.078838 3.018955 0.10 0.03 -0.01 -0.117
C 1.988290 -4.603781 -1.835315 0.04 0.04 -0.01 -0.083
C 3.011259 0.863410 -3.371721 -0.06 0.00 0.05 -0.108
Zn -1.219782 0.542630 1.232284 0.07 0.69 -0.29 0.198
H 2.007933 -5.507126 -2.433903 -0.01 0.00 -0.01 0.096
C 3.461864 1.586200 -0.100586 0.03 0.03 -0.04 -0.081
H 3.465145 -1.567320 -1.630081 0.03 0.08 -0.03 0.078
H 2.397276 0.676698 -5.379691 0.05 -0.01 0.01 0.115
H 2.936478 -2.454456 6.188777 0.01 0.01 0.00 0.095
C 5.856425 1.798578 -0.034195 0.03 -0.01 0.00 -0.095
C -2.256492 1.570558 -1.581866 0.05 -0.10 -0.10 -0.190
O 6.820712 1.158648 -5.962888 0.02 0.04 0.02 -0.318
C 6.078783 -0.756059 -4.347875 -0.01 0.01 -0.02 -0.285
H 3.543613 -3.630479 -2.964003 -0.08 0.05 0.03 0.082
H -4.419090 3.015322 -1.835633 0.02 -0.01 0.00 0.126
H -1.953536 5.658095 -1.621034 0.01 -0.01 0.00 0.116
C 6.140394 -4.866907 -3.143181 0.03 -0.04 -0.01 -0.046
N -1.807538 2.102947 -0.269744 0.34 -0.06 0.13 -0.136
H 5.123314 -5.182530 -2.896858 0.04 0.00 0.01 0.069
H 0.424276 -5.300205 -0.531003 -0.02 0.02 0.04 0.099
O 0.695337 0.677294 -3.875703 -0.09 0.16 0.05 -0.033
C 6.043587 -1.078413 -3.001085 -0.02 0.02 0.02 -0.045
C 2.863815 -3.068966 4.137077 -0.01 0.00 0.00 -0.082
H 2.478299 1.982795 -0.317461 0.03 -0.02 0.00 0.097
H 4.896488 -1.268063 1.042084 0.00 0.00 0.02 0.106
H -1.478701 0.908334 -1.965860 0.03 -0.02 -0.04 0.112
H -2.498436 3.445460 1.186877 0.01 0.02 0.01 0.096

---

Q: What is the multiplicity in the first record?
A: 1